# 1
{"formula": "C3H2F2OS", "method": "wB97M-V/def2-TZVPD", "orbital_gap_ev": 9.44, "spin_multiplicity": 1, "elements": ["C", "C", "C", "O", "F", "F", "S", "H", "H"], "coordinates": [[0.682, -0.023, 1.811], [1.342, 0.971, 1.912], [-1.007, -0.028, -1.569], [0.148, -2.173, -1.116], [-1.444, 0.235, -0.347], [-1.257, 1.021, -2.403], [-0.111, -1.268, -2.192], [0.007, -0.653, 2.261], [1.640, 1.918, 1.643]], "atomic_forces_ev_per_a": [[0.5156, 0.7386, 0.8832], [-0.4764, -0.4573, -0.8896], [-0.1240, 1.9071, -1.0662], [0.8305, -2.3588, 1.6497], [0.5430, -0.7207, -1.3260], [0.0095, -1.1529, 1.0282], [-1.2991, 2.3267, -0.2779], [-1.0736, -1.7652, 0.0694], [1.0747, 1.4824, -0.0706]]}


# 2
{"formula": "C3H2F6OS", "method": "wB97M-V/def2-TZVPD", "orbital_gap_ev": 10.69, "smiles": "OC(S)(C(F)(F)F)C(F)(F)F", "spin_multiplicity": 1, "elements": ["O", "C", "S", "C", "F", "F", "F", "C", "F", "F", "F", "H", "H"], "coordinates": [[0.521, 0.703, 1.256], [0.248, 0.086, 0.058], [1.728, 0.052, -1.134], [-0.827, 1.001, -0.642], [-1.900, 1.198, 0.170], [-1.353, 0.578, -1.806], [-0.242, 2.193, -0.925], [-0.228, -1.328, 0.278], [-0.475, -2.107, -0.769], [-1.419, -1.290, 0.909], [0.642, -2.015, 1.093], [0.891, 0.056, 1.968], [2.413, 0.873, -0.455]], "atomic_forces_ev_per_a": [[0.8711, -1.2894, 1.9152], [0.8596, 0.7304, -1.5896], [-1.7044, -1.9398, -0.7510], [-0.9006, 0.9547, -0.0579], [1.0758, 0.1658, -0.3312], [0.7760, -0.6090, 0.5085], [-0.5488, -0.6628, 0.6898], [-1.2775, -1.9585, 1.0642], [0.9097, 0.5493, -0.6522], [0.2774, 0.2189, 0.5722], [-0.4873, 0.8521, -0.5985], [-0.9094, 1.4212, -2.0997], [1.0585, 1.5671, 1.3301]]}


# 3
{"formula": "C3H2FInO2", "method": "wB97M-V/def2-TZVPD", "orbital_gap_ev": 8.60, "spin_multiplicity": 1, "elements": ["F", "O", "O", "C", "C", "C", "H", "H", "In"], "coordinates": [[1.107, 1.609, -0.981], [-0.347, -1.473, -0.193], [-2.301, -0.502, -0.988], [0.341, -0.573, 0.671], [-0.534, 0.474, 0.543], [-1.331, -0.460, -0.308], [1.129, -0.916, 1.345], [-0.812, 1.332, 1.146], [2.748, 0.509, -1.234]], "atomic_forces_ev_per_a": [[0.1724, 0.6192, -0.4161], [0.6443, -0.6098, -0.0190], [0.5106, -0.1064, 0.8257], [-2.3292, 1.2347, 0.5982], [0.5712, -1.9116, 1.6840], [-0.2048, 0.6601, -1.3176], [-0.0868, 0.2208, -0.5992], [0.4479, 0.0204, -0.5963], [0.2743, -0.1275, -0.1597]]}


# 4
{"formula": "C3H2FKO", "method": "wB97M-V/def2-TZVPD", "s2": 0.77, "orbital_gap_ev": [4.97, 6.36], "charge": -1, "spin_multiplicity": 2, "elements": ["C", "H", "K", "F", "O", "C", "C", "H"], "coordinates": [[1.446, -1.527, 1.552], [2.164, -1.866, 2.315], [-1.237, 0.705, -0.131], [-2.967, 1.670, -1.271], [2.229, -1.483, -0.846], [1.955, -1.448, 0.311], [0.485, -0.455, 1.657], [0.692, 0.137, 2.570]], "atomic_forces_ev_per_a": [[1.0537, 0.9080, -0.1411], [-0.3484, -0.2518, 0.0653], [0.0658, -0.0551, -0.0611], [-0.3639, 0.2184, -0.2330], [-0.2935, 0.2065, 0.7978], [0.0141, -0.8132, -0.7382], [-0.0176, 0.0885, 0.1554], [-0.1103, -0.3012, 0.1549]]}


# 5
{"formula": "C3H2FLiMgO2", "method": "wB97M-V/def2-TZVPD", "orbital_gap_ev": [5.26, 5.20], "charge": 2, "spin_multiplicity": 1, "elements": ["O", "C", "O", "Li", "Mg", "C", "C", "H", "H", "F"], "coordinates": [[0.299, 0.452, -0.915], [0.987, 0.007, 0.074], [1.565, -1.100, -0.217], [1.496, -0.847, -2.207], [2.035, -1.352, 1.709], [-1.218, 0.958, -0.115], [-1.009, 0.237, 1.070], [-2.167, 0.732, -0.615], [-0.924, 2.005, 0.046], [-1.063, -1.093, 1.168]], "atomic_forces_ev_per_a": [[-0.3155, 0.3445, -0.6707], [-1.0623, 0.1913, 0.8323], [1.8757, -1.5014, 0.4246], [-0.2287, 0.0184, -0.1922], [-0.7281, 0.8838, -1.1347], [0.8967, 0.4079, 0.1045], [-0.3622, -0.6951, 2.6308], [0.2135, 0.1249, -0.4059], [-0.2600, -0.4109, -0.5623], [-0.0291, 0.6366, -1.0263]]}


# 6
{"formula": "C3H2FLiO3V", "method": "wB97M-V/def2-TZVPD", "s2": 6.00, "orbital_gap_ev": [7.14, 9.41], "charge": 1, "spin_multiplicity": 5, "elements": ["O", "C", "C", "O", "O", "C", "Li", "F", "H", "H", "V"], "coordinates": [[1.754, 1.174, 0.230], [1.021, 2.072, 0.384], [-0.773, -0.683, -0.264], [-1.118, 0.267, 0.502], [0.404, 3.051, 0.436], [0.048, -1.743, -0.035], [1.974, -0.657, -0.483], [-1.225, -0.528, -1.537], [0.091, -2.548, -0.768], [0.390, -1.912, 0.987], [-2.565, 1.508, 0.549]], "atomic_forces_ev_per_a": [[-0.2263, -0.3017, 0.1993], [0.0337, 1.3957, -0.6015], [0.4446, -0.3510, -0.6660], [0.6801, -0.2924, 0.2238], [0.3129, -1.2035, 0.3147], [0.2806, 0.1640, 0.0706], [-0.3145, -0.0011, 0.1376], [-0.0628, -0.1335, 0.2501], [-0.0226, 0.2495, 0.2060], [-0.2905, -0.0837, -0.2125], [-0.8352, 0.5576, 0.0780]]}


# 7
{"formula": "C3H2FNO", "method": "wB97M-V/def2-TZVPD", "orbital_gap_ev": 10.09, "smiles": "O=CNC#CF", "spin_multiplicity": 1, "elements": ["O", "C", "N", "C", "C", "F", "H", "H"], "coordinates": [[-0.765, 1.819, 0.000], [-1.254, 0.726, 0.000], [-0.567, -0.454, 0.003], [0.778, -0.521, 0.011], [1.965, -0.369, -0.013], [3.251, -0.407, 0.001], [-2.344, 0.540, -0.004], [-1.063, -1.334, 0.002]], "atomic_forces_ev_per_a": [[0.1819, 0.1040, 0.0021], [-0.7859, 0.1550, -0.0013], [-0.0311, -0.7807, 0.0192], [1.3374, 0.5322, -0.0693], [-0.4293, -0.5857, 0.0703], [-0.2163, 0.2010, -0.0185], [0.0953, 0.0855, -0.0023], [-0.1519, 0.2887, -0.0002]]}


# 8
{"formula": "C3H2FO2", "method": "wB97M-V/def2-TZVPD", "orbital_gap_ev": 5.66, "charge": -1, "spin_multiplicity": 1, "elements": ["C", "C", "C", "O", "O", "F", "H", "H"], "coordinates": [[-1.009, 0.460, -0.170], [-2.277, 0.078, -0.136], [2.099, -0.207, 0.098], [2.186, -0.900, -0.833], [2.333, 0.450, 1.031], [-2.471, -1.246, 0.427], [-0.076, -0.082, 0.155], [-0.785, 1.447, -0.573]], "atomic_forces_ev_per_a": [[1.8173, 0.0822, 0.1203], [-1.2854, -0.3114, 0.0368], [1.7601, -0.2674, -0.0738], [-0.7777, 0.1731, 0.0943], [-0.8223, 0.0801, -0.0510], [0.5365, 0.3102, -0.1046], [-1.0745, -0.0239, -0.0194], [-0.1540, -0.0429, -0.0026]]}